(1)
DFT (wB97M-V/def2-TZVPD) results for a molecular structure, C6H9Cl2LuO3PPm.

XYZ file:
```
23
Properties=species:S:1:pos:R:3:mulliken_spin:R:1
Pm -4.493 -0.885 -0.136 4.02
Lu -0.596 -0.597 -0.416 0.00
Cl -2.455 -2.565 -0.229 -0.01
Cl -2.460 0.731 0.415 -0.01
C 0.275 0.712 -2.097 0.00
C -6.290 -2.680 0.464 0.00
C -7.030 -0.739 -0.902 0.00
O 0.759 1.406 -2.936 0.00
O -7.086 -3.496 0.613 0.00
O -8.154 -0.758 -1.186 0.00
C 3.569 0.199 -0.798 0.00
P 2.030 0.496 0.156 0.00
C 2.507 -0.402 1.684 0.00
C 2.469 2.272 0.553 0.00
H 3.444 0.617 -1.829 0.00
H 4.458 0.673 -0.316 0.00
H 3.737 -0.923 -0.885 0.00
H 3.504 -0.108 2.080 0.00
H 1.732 -0.248 2.450 0.00
H 2.514 -1.483 1.464 0.00
H 3.497 2.341 0.841 0.00
H 2.230 2.820 -0.358 0.00
H 1.837 2.618 1.369 0.00
```

Calculated values
**Multiplicity**: 5
**E_HOMO (alpha / beta)**: -22.96 / -22.96 eV
**Net charge**: +4
**⟨S²⟩**: 6.0042

---

(2)
DFT (wB97M-V/def2-TZVPD) results for 10 unconnected molecules or ions with the total composition C42H79ClF3IN2O12S.

XYZ file:
```
141
Properties=species:S:1:pos:R:3:mulliken_charge:R:1
C 3.600 -0.132 -2.721 -0.96
C 4.742 -0.166 -1.716 0.51
Cl 4.922 1.400 -0.848 -0.17
C 4.710 -1.351 -0.721 -1.59
C 3.421 -2.128 -0.558 0.22
C 3.443 -3.471 -0.909 -0.83
C 2.334 -4.304 -0.796 -0.07
C 2.471 -5.733 -1.269 -0.57
C 1.311 -6.647 -0.926 -0.58
O 1.252 -6.770 0.492 -0.55
C 1.166 -3.767 -0.285 0.01
C 1.105 -2.427 0.074 -0.05
C 2.224 -1.612 -0.053 0.55
S 2.095 0.073 0.477 -0.23
C 0.434 0.382 -0.025 0.48
C 0.049 1.625 -0.501 -0.80
C -1.266 1.870 -0.880 0.32
C -1.599 3.248 -1.405 -1.70
C -1.905 4.278 -0.282 -0.28
C -2.240 3.678 1.073 -1.25
I -3.566 5.510 -0.906 0.01
C -2.220 0.852 -0.787 1.08
C -3.665 1.034 -1.181 -1.44
C -4.038 0.253 -2.450 -0.22
C -3.197 0.591 -3.625 0.27
F -3.379 1.837 -4.139 -0.40
C -2.332 -0.207 -4.229 0.52
F -1.967 -1.399 -3.761 -0.19
F -1.718 0.076 -5.375 -0.27
C -1.804 -0.385 -0.297 1.03
O -2.745 -1.416 -0.205 -0.42
N -3.199 -1.537 1.168 0.20
O -4.264 -1.980 1.201 -0.37
C -0.493 -0.646 0.086 -0.88
N -0.123 -1.912 0.575 -0.24
H 2.786 0.511 -2.391 0.09
H 3.969 0.311 -3.649 0.49
H 3.252 -1.135 -2.958 0.00
H 5.672 -0.270 -2.266 0.46
H 5.047 -1.004 0.258 0.53
H 5.447 -2.077 -1.064 0.24
H 4.364 -3.886 -1.299 0.27
H 2.613 -5.715 -2.348 0.06
H 3.348 -6.158 -0.776 0.39
H 1.516 -7.623 -1.377 0.31
H 0.372 -6.267 -1.341 0.37
H 0.391 -7.113 0.744 0.31
H 0.288 -4.389 -0.167 0.40
H 0.806 2.397 -0.545 0.79
H -0.770 3.601 -2.015 0.53
H -2.463 3.168 -2.057 0.43
H -1.053 4.945 -0.188 0.52
H -3.062 2.967 1.003 0.25
H -1.355 3.208 1.501 0.21
H -2.557 4.476 1.744 0.53
H -4.281 0.645 -0.367 0.58
H -3.927 2.085 -1.277 0.44
H -5.069 0.503 -2.705 -0.09
H -4.009 -0.817 -2.258 0.36
H -0.847 -2.579 0.340 0.27
C 0.923 -3.944 -5.575 -1.18
C 2.085 -3.248 -4.893 0.01
O 2.852 -4.144 -4.091 -0.44
H 0.272 -4.409 -4.833 0.26
H 0.334 -3.238 -6.162 0.34
H 1.281 -4.731 -6.242 0.39
H 1.722 -2.476 -4.215 0.08
H 2.734 -2.772 -5.635 0.30
H 3.202 -4.832 -4.666 0.25
C 0.406 -11.320 0.304 -1.00
C 0.145 -10.712 -1.061 -0.19
O 1.345 -10.564 -1.813 -0.50
H 1.113 -10.705 0.861 0.26
H -0.516 -11.407 0.881 0.32
H 0.842 -12.317 0.205 0.33
H -0.274 -9.712 -0.960 0.21
H -0.569 -11.323 -1.625 0.30
H 1.733 -11.436 -1.930 0.29
C 10.347 0.405 -1.884 -1.11
C 8.896 0.826 -2.026 -0.18
O 8.055 -0.303 -2.265 -0.46
H 10.680 -0.115 -2.782 0.27
H 10.992 1.269 -1.719 0.35
H 10.469 -0.279 -1.041 0.35
H 8.770 1.493 -2.876 0.30
H 8.554 1.349 -1.128 0.23
H 8.147 -0.900 -1.516 0.25
C 4.052 4.323 1.603 -1.05
C 2.581 4.686 1.546 0.01
O 1.769 3.553 1.216 -0.23
H 4.383 3.913 0.648 0.15
H 4.660 5.198 1.839 0.43
H 4.233 3.564 2.368 0.28
H 2.400 5.427 0.767 0.32
H 2.248 5.096 2.503 0.06
H 1.909 2.888 1.899 0.16
C 0.524 7.951 5.314 -1.17
C 0.946 7.126 4.115 -0.12
O 1.683 5.965 4.500 -0.51
H 1.399 8.257 5.890 0.27
H -0.020 8.844 5.003 0.37
H -0.121 7.366 5.974 0.30
H 1.604 7.698 3.463 0.35
H 0.069 6.824 3.533 0.20
H 1.109 5.437 5.065 0.26
C -8.510 2.019 -2.050 -1.11
C -8.141 1.229 -3.291 -0.14
O -7.467 0.016 -2.946 -0.48
H -7.616 2.253 -1.470 0.22
H -9.011 2.952 -2.311 0.36
H -9.178 1.440 -1.408 0.33
H -7.462 1.800 -3.923 0.28
H -9.035 0.992 -3.877 0.29
H -8.065 -0.500 -2.397 0.25
C -7.823 -1.578 -6.328 -0.91
C -9.317 -1.511 -6.076 -0.25
O -9.894 -0.351 -6.671 -0.52
H -7.340 -0.683 -5.936 0.18
H -7.377 -2.453 -5.854 0.29
H -7.619 -1.624 -7.401 0.39
H -9.525 -1.444 -5.008 0.20
H -9.818 -2.406 -6.463 0.32
H -9.733 -0.393 -7.618 0.29
C 0.474 1.794 7.048 -1.08
C -0.294 2.837 6.265 -0.07
O 0.089 4.171 6.647 -0.49
H 0.303 1.915 8.117 0.24
H 0.189 0.785 6.753 0.40
H 1.548 1.906 6.876 0.33
H -1.362 2.756 6.453 0.30
H -0.127 2.721 5.189 0.14
H 1.035 4.238 6.475 0.20
C 0.057 5.371 10.702 -0.97
C 1.394 4.658 10.623 -0.25
O 1.426 3.706 9.565 -0.44
H -0.749 4.650 10.842 0.25
H 0.039 6.082 11.530 0.36
H -0.145 5.916 9.777 0.26
H 1.588 4.101 11.538 0.28
H 2.203 5.384 10.490 0.26
H 1.262 4.172 8.738 0.26
```

Calculated values
**E_HOMO**: -7.38 eV
**SMILES**: C[C@H](I)Cc1cc2c(c(ON=O)c1CCC(F)=C(F)F)Nc1cc(CCO)cc(C[C@@H](C)Cl)c1S2.CCO.CCO.CCO.CCO.CCO.CCO.CCO.CCO.CCO

---

(3)
DFT (wB97M-V/def2-TZVPD) results for a gas-phase ion, C20H30FN5O4P (charge +1).

XYZ file:
```
61
Properties=species:S:1:pos:R:3:mulliken_charge:R:1
C 0.046 0.714 3.676 -0.75
C 0.165 2.081 3.444 -0.10
C 0.080 2.613 1.959 -1.51
C 0.836 1.667 0.966 0.69
C 0.170 0.563 0.233 -0.55
C -1.363 0.327 0.526 -1.14
C -2.172 0.911 -0.706 -0.74
C -3.598 0.247 -0.860 -0.45
C -4.468 0.295 0.452 -1.00
N -4.321 -0.926 1.299 -0.26
C -4.840 -2.099 0.631 0.40
N -5.604 -2.086 -0.393 -0.59
N -4.414 -3.406 1.165 -0.72
C 0.912 -0.291 -0.740 1.93
C 0.232 -1.422 -1.556 0.08
O 0.705 -1.837 -2.579 -0.49
O -1.002 -1.990 -1.165 -0.15
C -0.927 -3.420 -1.143 -0.32
C 0.015 -3.940 0.024 0.57
O -0.407 -3.886 1.131 -0.40
F 1.280 -4.396 -0.262 -0.25
C 2.369 0.002 -0.894 -0.20
C 3.324 -0.811 -1.830 -1.20
C 3.166 -0.290 -3.333 -0.38
O 3.091 -1.415 -4.224 -0.50
C 2.968 1.122 -0.126 0.39
C 4.483 1.438 -0.341 -1.20
C 4.853 2.033 -1.529 -0.79
N 2.206 1.887 0.771 0.57
P 3.093 3.173 1.657 0.15
N 2.932 4.486 0.785 -0.61
H 0.757 0.023 3.140 0.27
H -0.763 0.296 4.329 0.29
H 0.279 2.845 4.255 0.44
H 0.449 3.681 1.894 0.51
H -1.022 2.680 1.724 0.38
H -1.564 -0.768 0.712 0.39
H -1.684 0.843 1.475 0.55
H -2.339 2.012 -0.485 0.44
H -1.589 0.888 -1.673 0.39
H -4.141 0.837 -1.653 0.31
H -3.441 -0.786 -1.272 0.28
H -5.545 0.432 0.129 0.43
H -4.180 1.185 1.081 0.47
H -4.854 -0.767 2.162 0.30
H -5.804 -3.060 -0.655 0.28
H -3.849 -3.188 1.999 0.33
H -3.774 -3.821 0.480 0.28
H -1.956 -3.787 -0.867 0.13
H -0.700 -3.890 -2.138 0.41
H 4.381 -0.858 -1.471 0.49
H 2.942 -1.876 -1.842 0.54
H 2.176 0.233 -3.388 0.25
H 4.003 0.380 -3.666 0.33
H 3.743 -2.052 -3.872 0.35
H 5.268 1.233 0.425 0.50
H 5.783 1.721 -2.062 0.33
H 4.266 2.880 -1.981 0.32
H 2.476 3.353 2.942 0.13
H 4.439 2.798 1.899 0.16
H 2.434 5.192 1.346 0.27
```

Calculated values
**E_HOMO**: -11.87 eV
**Net charge**: +1
**SMILES**: [H]/N=C(\N)NCCCCc1c(C(=O)OCC(=O)F)c(CCO)c(C=C)[n+]([PH2]=N)c1CC=C

---

(4)
DFT (wB97M-V/def2-TZVPD) results for 10 unconnected molecules or ions with the total composition C39H73FO14.

XYZ file:
```
127
Properties=species:S:1:pos:R:3:mulliken_charge:R:1
C -7.440 -14.644 22.906 -0.62
C -7.134 -15.246 21.586 -0.80
C -7.765 -14.240 20.613 -0.02
O -7.449 -13.037 21.295 -0.25
C -7.070 -13.149 22.645 -0.45
H -6.778 -15.014 23.688 0.40
H -8.469 -14.858 23.196 0.30
H -7.657 -16.202 21.616 0.35
H -6.092 -15.545 21.480 0.30
H -8.830 -14.418 20.466 -0.12
H -7.352 -14.345 19.609 0.38
H -7.635 -12.518 23.331 0.15
H -6.006 -12.918 22.694 0.33
C -14.936 -9.597 20.502 -0.99
C -14.862 -10.907 19.689 0.02
C -14.981 -10.283 18.302 -0.57
O -14.403 -9.032 18.434 -0.48
C -14.035 -8.681 19.772 0.83
H -14.527 -9.783 21.495 0.43
H -15.914 -9.142 20.659 0.31
H -15.708 -11.584 19.807 0.45
H -13.924 -11.450 19.800 -0.29
H -16.023 -10.213 17.988 0.40
H -14.447 -10.911 17.589 0.20
H -14.279 -7.707 20.196 0.28
H -12.983 -8.917 19.937 -0.50
C -10.797 -4.665 21.488 -0.79
C -11.282 -5.900 20.820 0.90
C -10.437 -7.068 21.390 0.28
O -9.296 -6.379 21.933 -0.52
C -9.282 -4.999 21.698 -0.35
H -11.299 -4.568 22.451 0.33
H -10.847 -3.778 20.857 0.35
H -11.336 -5.852 19.732 -1.03
H -12.314 -5.939 21.169 0.41
H -10.137 -7.761 20.605 -0.43
H -10.971 -7.670 22.126 0.29
H -8.617 -4.644 20.910 0.05
H -8.961 -4.389 22.542 0.45
C -11.328 -5.012 16.039 -0.50
C -12.447 -6.105 15.914 -0.12
C -13.174 -5.939 17.267 0.35
O -12.843 -4.605 17.736 -0.54
C -11.552 -4.265 17.359 0.16
H -11.267 -4.331 15.190 0.36
H -10.383 -5.555 16.051 0.15
H -11.990 -7.085 15.779 -0.24
H -13.197 -5.921 15.144 0.36
H -12.689 -6.637 17.950 -0.49
H -14.208 -6.279 17.211 0.46
H -10.935 -4.605 18.191 -0.34
H -11.362 -3.193 17.306 0.42
C -5.857 -6.066 17.693 -0.70
C -6.767 -6.482 18.818 -0.04
C -8.113 -6.106 18.111 0.40
O -7.807 -4.852 17.446 -0.45
C -6.373 -4.694 17.261 -0.54
H -5.970 -6.842 16.937 0.25
H -4.821 -5.966 18.015 0.46
H -6.523 -5.839 19.663 0.34
H -6.830 -7.531 19.108 -0.04
H -8.989 -6.054 18.758 -0.38
H -8.379 -6.805 17.318 0.13
H -5.927 -3.896 17.855 0.33
H -6.133 -4.656 16.198 0.31
C -12.145 -10.646 12.869 -0.73
C -11.190 -10.020 13.909 0.32
C -10.086 -11.058 13.837 -0.06
O -10.020 -11.397 12.429 -0.51
C -11.297 -11.159 11.765 -0.50
H -12.786 -9.902 12.397 0.34
H -12.727 -11.493 13.233 0.29
H -11.614 -9.852 14.899 -0.23
H -10.733 -9.096 13.554 0.20
H -10.250 -12.012 14.337 -0.04
H -9.180 -10.699 14.326 0.33
H -11.749 -12.003 11.244 0.29
H -11.115 -10.310 11.105 0.30
C -9.149 -9.792 18.304 -0.11
C -10.511 -9.411 17.716 0.73
C -11.336 -10.664 17.944 1.08
O -10.461 -11.686 17.480 -0.23
C -9.112 -11.337 17.915 0.16
H -9.215 -9.732 19.391 -0.11
H -8.291 -9.238 17.924 0.43
H -10.301 -9.112 16.689 0.28
H -11.066 -8.598 18.185 -0.77
H -12.239 -10.652 17.334 0.12
H -11.581 -10.660 19.006 -1.31
H -8.412 -11.417 17.083 0.20
H -8.771 -11.954 18.746 -0.62
C -10.858 -11.617 21.719 1.58
C -11.619 -12.940 21.951 -0.13
C -12.568 -12.554 23.025 -0.40
O -11.617 -11.773 23.871 -0.51
C -10.472 -11.209 23.133 0.04
H -11.490 -10.879 21.225 -0.87
H -9.948 -11.771 21.138 -0.43
H -10.979 -13.781 22.219 0.18
H -12.335 -13.157 21.159 -0.07
H -12.852 -13.382 23.675 0.34
H -13.467 -12.006 22.742 0.11
H -9.596 -11.760 23.476 0.00
H -10.444 -10.128 23.273 0.18
C -4.753 -12.064 19.482 0.01
C -5.502 -10.803 19.739 0.68
O -6.189 -10.550 18.521 -0.15
C -5.597 -11.131 17.548 0.63
O -5.867 -10.895 16.363 -0.60
O -4.737 -12.034 18.044 -0.41
F -4.596 -9.862 20.002 -0.37
H -5.206 -12.960 19.906 -0.14
H -3.732 -12.144 19.855 0.31
H -6.211 -10.812 20.567 0.01
C -12.362 -14.302 16.319 -0.90
C -11.182 -14.999 17.085 0.59
C -11.186 -15.021 18.648 0.77
O -10.915 -16.384 18.959 -0.39
C -11.053 -17.170 17.841 0.48
O -11.066 -18.403 17.848 -0.57
O -11.263 -16.323 16.760 -0.42
H -13.307 -14.842 16.255 0.38
H -12.091 -13.978 15.315 0.30
H -12.529 -13.360 16.842 -0.08
H -10.196 -14.739 16.698 0.17
H -12.165 -14.646 18.947 0.06
H -10.436 -14.272 18.900 -0.34
```

Calculated values
**E_HOMO**: -9.37 eV
**SMILES**: O=C1OC[C@@H](F)O1.C[C@H]1COC(=O)O1.C1CCOC1.C1CCOC1.C1CCOC1.C1CCOC1.C1CCOC1.C1CCOC1.C1CCOC1.C1CCOC1